No. 1
A molecular structure, C36H44BCl2F4IrN3O3P, computed with the ωB97M-V functional and the def2-TZVPD basis.

Geometry as ORCA input:
```
! RIJCOSX wB97M-V def2-TZVPD def2/J DEFGRID3
* xyz 1 2
Ir 0.315 -0.813 -0.302
Cl -2.711 -6.843 -2.797
Cl -1.418 -5.118 2.102
P 1.211 -0.620 2.111
F -1.405 0.342 -4.248
F -2.801 -0.314 -2.574
F -2.364 1.871 -2.884
F -0.741 0.485 -2.099
O -1.886 -0.343 0.224
O -0.223 -2.846 0.638
O -1.705 1.761 0.959
N -0.239 -2.411 -2.007
N -4.390 -0.159 -0.360
N 1.639 1.106 -0.251
C 2.001 1.676 -3.833
C -0.802 -3.540 -1.541
C -2.319 0.775 0.610
C 2.269 -1.851 4.524
C -1.371 -4.895 0.402
C 1.495 2.966 -3.983
C -0.744 -3.099 -4.229
C 4.024 2.285 2.957
C 0.455 3.762 -0.417
C 1.025 3.628 -2.851
C 2.354 1.536 0.791
C -4.998 2.008 -1.059
C 2.144 -3.248 2.452
C 4.937 2.659 4.076
C -1.143 -1.321 3.392
C -1.307 -4.268 -3.782
C -5.414 0.546 -1.165
C 1.603 1.757 -1.454
C -1.938 -5.845 -0.437
C 1.446 3.605 -5.327
C 2.644 -0.308 -2.454
C -3.894 0.774 0.690
C 4.106 2.943 1.724
C -0.049 0.721 4.411
C -4.516 2.132 0.385
C -0.214 -2.193 -3.302
C -1.364 -4.515 -2.398
C 3.115 1.235 3.077
C 3.306 2.585 0.672
C 2.052 1.060 -2.602
C -0.770 -3.710 -0.104
C -0.257 -0.104 3.145
C 2.289 0.851 2.035
C -1.946 -5.668 -1.808
C 2.350 -1.840 2.998
C 1.065 3.065 -1.590
B -1.835 0.622 -2.991
H 2.935 -3.908 2.804
H -0.754 0.558 2.431
H -6.398 0.386 -0.721
H 1.203 4.056 0.319
H -0.066 4.656 -0.748
H -2.103 -1.003 3.795
H -1.698 -5.008 -4.466
H 1.189 -3.650 2.779
H -0.993 1.217 4.636
H 2.349 1.145 -4.706
H -1.312 -1.861 2.464
H -0.258 3.102 0.078
H 2.754 -0.778 -3.427
H -0.687 -2.005 4.103
H 0.595 4.613 -2.974
H -5.344 2.335 1.066
H -4.184 2.218 -1.748
H 0.210 0.113 5.275
H 1.454 -2.486 4.863
H 0.697 1.498 4.267
H 4.832 3.734 1.602
H 2.128 -0.858 4.939
H 0.446 3.978 -5.532
H 2.003 -0.953 -1.818
H 4.618 2.221 5.019
H 3.196 -2.255 4.928
H 2.129 4.452 -5.373
H -0.700 -2.869 -5.280
H -5.826 2.677 -1.274
H 3.623 -0.255 -1.975
H 1.719 2.897 -6.105
H 2.154 -3.249 1.364
H 0.231 -1.268 -3.637
H -3.770 2.916 0.505
H 4.993 3.740 4.184
H -4.163 0.410 1.683
H -2.385 -6.728 -0.007
H -5.407 0.173 -2.187
H 3.348 -1.499 2.692
H 3.077 0.696 4.012
H 3.416 3.080 -0.281
H -3.559 -0.384 -0.956
H 5.946 2.306 3.858
H -4.726 -1.043 0.020
*
```

Properties
HOMO level (alpha / beta) in eV: -9.40 / -9.39
HOMO-LUMO gap (alpha / beta) in eV: 3.62 / 3.61
Relative energy (zero: lowest compared OMol25 entry of this formula, charge and spin) in kcal/mol: 123.1


No. 2
A molecular structure, C23H25N2O2Ru, computed with the ωB97M-V functional and the def2-TZVPD basis.

Geometry as ORCA input:
```
! RIJCOSX wB97M-V def2-TZVPD def2/J DEFGRID3
* xyz 1 5
Ru 0.229 -0.221 0.191
O 0.013 -0.008 4.503
O -3.134 0.128 -4.822
N 0.011 0.216 2.137
N -1.600 1.784 -4.642
C -2.097 -1.042 0.132
C -1.354 -1.558 1.237
C 1.559 1.551 -0.832
C -1.673 0.147 -2.847
C -0.163 -2.257 0.738
C 2.079 2.494 -4.148
C 2.200 -0.672 -0.375
C 1.797 0.253 -1.423
C -0.249 -2.243 -0.716
C -1.286 -2.274 -3.470
C -1.983 -1.323 -2.470
C 0.950 0.708 -5.357
C -2.225 0.654 -4.178
C 0.896 1.858 -4.548
C -3.504 -1.592 -2.456
C 3.322 1.993 -4.552
C 2.203 0.204 -5.763
C 3.382 0.848 -5.363
C 1.796 1.451 0.584
C -1.443 -1.508 -1.081
C 2.176 0.069 0.881
C 0.055 0.095 3.308
C -0.435 2.454 -4.074
H -1.661 -1.459 2.260
H 0.611 -2.733 1.312
H 2.504 -1.702 -0.501
H 1.291 2.450 -1.364
H -1.686 -2.095 -4.476
H 2.005 3.386 -3.506
H 2.232 -0.689 -6.392
H -4.005 -0.884 -1.785
H 4.357 0.458 -5.683
H 1.680 2.238 1.313
H 4.234 2.507 -4.231
H 2.462 -0.347 1.831
H -0.202 -2.106 -3.476
H -0.572 0.254 -2.863
H 1.805 0.023 -2.475
H -1.489 -3.314 -3.180
H -3.012 -0.455 0.175
H -0.474 3.516 -4.367
H 0.024 0.217 -5.682
H -3.904 -1.472 -3.469
H -0.465 2.415 -2.969
H -3.681 -2.618 -2.103
H -1.950 2.124 -5.531
H 0.431 -2.744 -1.409
H -2.059 0.821 -2.058
*
```

Properties
HOMO level (alpha / beta) in eV: -10.68 / -12.09
HOMO-LUMO gap (alpha / beta) in eV: 6.13 / 5.75
Relative energy (zero: lowest compared OMol25 entry of this formula, charge and spin) in kcal/mol: 0.0


No. 3
A molecular structure, C6H9NS, computed with the ωB97M-V functional and the def2-TZVPD basis.

Geometry as ORCA input:
```
! RIJCOSX wB97M-V def2-TZVPD def2/J DEFGRID3
* xyz 0 1
S 1.915 0.199 -3.089
N 1.217 1.452 -0.635
C -1.136 1.976 0.717
C 0.334 -1.960 -0.508
C -0.535 1.183 -1.719
C -0.205 1.535 -0.431
C 0.905 0.865 -1.949
C 1.354 -1.656 0.300
H -2.189 1.990 0.221
H -1.348 1.057 -2.444
H 1.343 -1.139 1.248
H -0.582 -1.810 -0.168
H 2.266 -1.842 -0.060
H 0.334 -2.184 -1.591
H -1.046 1.154 1.436
H -0.650 2.832 1.108
H 1.999 1.030 -0.187
*
```

Properties
HOMO level in eV: -8.68
HOMO-LUMO gap in eV: 8.42
Relative energy (zero: lowest compared OMol25 entry of this formula, charge and spin) in kcal/mol: 95.1


No. 4
2 unconnected molecules or ions with the total composition C6H13N4, computed with the ωB97M-V functional and the def2-TZVPD basis.

Geometry as ORCA input:
```
! RIJCOSX wB97M-V def2-TZVPD def2/J DEFGRID3
* xyz 1 1
N -1.644 0.096 -0.325
N 2.435 0.418 0.287
N 1.441 1.971 -0.310
N 0.220 1.674 -0.598
C -0.674 0.948 -0.252
C -1.877 -0.547 -1.616
C 3.468 0.288 -0.364
C 1.109 -1.450 0.837
C -2.601 0.001 0.734
C 1.587 -0.076 1.087
H -2.308 -1.499 -1.688
H 1.734 2.796 -0.862
H -2.591 0.163 -2.142
H 1.953 -2.147 0.739
H -3.613 -0.255 0.223
H -0.836 -0.302 -2.046
H 1.168 0.543 1.769
H 0.391 -1.686 1.612
H 0.452 -1.544 -0.139
H 4.228 -0.318 0.135
H -2.238 -0.837 1.457
H 3.692 0.928 -1.255
H -2.637 1.017 1.197
*
```

Properties
HOMO level in eV: -11.97
HOMO-LUMO gap in eV: 8.19
Relative energy (zero: lowest compared OMol25 entry of this formula, charge and spin) in kcal/mol: 163.4


No. 5
A molecular structure, C23H44NP3SeYb, computed with the ωB97M-V functional and the def2-TZVPD basis.

Geometry as ORCA input:
```
! RIJCOSX wB97M-V def2-TZVPD def2/J DEFGRID3
* xyz 3 2
Yb -0.318 -1.046 0.471
Se -0.035 1.039 -1.760
P 0.230 1.850 1.893
P 2.621 -0.039 0.301
P -2.711 0.782 0.440
N -0.193 -2.528 2.537
C -1.440 -0.405 5.330
C 1.012 -0.426 5.371
C 3.965 -0.651 1.399
C -1.031 2.277 3.151
C 0.344 3.446 1.014
C 1.027 -1.223 4.211
C -3.035 2.402 -0.365
C -3.053 -0.373 -0.970
C 1.723 1.994 2.970
C 3.433 1.456 -0.405
C -4.145 0.517 1.526
C -0.002 0.617 -3.593
C -0.660 -4.570 -5.099
C -0.486 -0.662 -3.927
C -0.214 -0.044 5.957
C 0.352 -0.394 -6.188
C -0.210 -1.696 3.710
C -1.434 -1.187 4.158
C 2.827 -1.193 -1.096
C -0.262 -1.149 -5.189
C 0.798 0.931 -5.896
C -0.560 -3.930 -6.366
C 0.662 1.403 -4.575
H 0.491 -0.904 -7.143
H 1.969 -0.163 5.861
H -1.016 -3.133 2.476
H 3.750 -1.698 1.666
H -0.221 0.473 6.943
H 0.177 -1.033 -1.667
H 1.143 2.335 -4.267
H -2.534 -0.025 -1.873
H -4.966 1.143 1.142
H 1.222 3.418 0.358
H 1.279 1.610 -6.627
H 2.471 -2.190 -0.796
H -2.039 2.234 2.682
H -0.985 1.530 3.965
H 0.084 -5.279 -4.646
H -0.538 3.604 0.387
H 3.989 -0.028 2.307
H 0.431 4.199 1.809
H 1.950 -1.630 3.746
H -1.425 -3.293 -6.638
H 2.638 1.899 2.351
H -2.354 -1.561 3.667
H -2.727 3.191 0.339
H 1.701 1.155 3.687
H -2.437 2.482 -1.289
H -4.138 -0.347 -1.117
H -2.405 -0.128 5.809
H -1.633 -4.562 -4.432
H 3.517 2.249 0.360
H 2.844 1.817 -1.270
H 4.442 1.132 -0.729
H -4.119 2.469 -0.575
H -0.787 3.296 3.512
H -0.559 -2.172 -5.341
H 0.658 -3.085 2.461
H 4.928 -0.591 0.863
H -3.877 0.803 2.555
H 1.676 2.973 3.485
H 0.147 -3.991 -7.219
H -2.732 -1.413 -0.779
H -4.423 -0.553 1.487
H 2.203 -0.846 -1.936
H 3.899 -1.223 -1.372
H -0.899 -1.366 -3.207
*
```

Properties
HOMO level (alpha / beta) in eV: -15.67 / -15.67
HOMO-LUMO gap (alpha / beta) in eV: 4.58 / 3.29


No. 6
2 unconnected molecules or ions with the total composition C6H9F, computed with the ωB97M-V functional and the def2-TZVPD basis.

Geometry as ORCA input:
```
! RIJCOSX wB97M-V def2-TZVPD def2/J DEFGRID3
* xyz 0 1
F -1.897 -0.036 -1.728
C 0.835 0.245 -2.422
C 0.391 -0.496 -1.375
C 1.145 1.783 1.268
C -2.545 -1.076 0.805
C -0.961 -0.675 -1.047
C -1.424 -1.266 0.140
H 0.112 0.738 -3.105
H -0.829 -2.097 0.410
H 1.855 0.537 -2.356
H 0.237 1.349 1.592
H 1.357 2.032 0.214
H 1.072 -0.837 -0.647
H -2.988 -0.103 0.624
H -2.580 -1.414 1.833
H 1.904 1.865 2.034
*
```

Properties
HOMO level (alpha / beta) in eV: -8.93 / -7.48
HOMO-LUMO gap (alpha / beta) in eV: 8.23 / 7.48
Relative energy (zero: lowest compared OMol25 entry of this formula, charge and spin) in kcal/mol: 99.1


No. 7
A molecular structure, C11H17IN, computed with the ωB97M-V functional and the def2-TZVPD basis.

Geometry as ORCA input:
```
! RIJCOSX wB97M-V def2-TZVPD def2/J DEFGRID3
* xyz 1 1
I 1.805 -1.483 -2.046
N 1.642 1.127 -0.997
C -1.381 1.127 -0.005
C -1.556 -0.919 -1.371
C 1.226 -2.081 3.137
C 0.739 -0.069 -0.762
C 0.846 -0.746 0.838
C 0.541 -2.739 2.101
C 1.747 -0.814 3.022
C 0.392 -2.051 0.916
C 1.530 -0.066 1.797
C -0.647 0.293 -1.188
C -0.670 1.238 -2.464
H -2.254 -0.730 -2.199
H 1.968 0.838 1.668
H -0.396 2.214 -2.010
H 0.269 -3.743 2.314
H 2.071 1.433 -0.089
H 1.305 -2.588 4.208
H 2.355 -0.486 3.827
H -2.449 1.320 -0.158
H -2.096 -1.137 -0.357
H 0.016 -2.517 0.044
H 1.086 1.944 -1.408
H -0.019 1.082 -3.304
H -1.661 1.403 -2.760
H 2.398 0.834 -1.649
H -1.095 2.162 0.026
H -0.999 -1.818 -1.665
H -1.371 0.567 0.949
*
```

Properties
HOMO level in eV: -12.75
HOMO-LUMO gap in eV: 9.17
Relative energy (zero: lowest compared OMol25 entry of this formula, charge and spin) in kcal/mol: 16.3


No. 8
3 unconnected molecules or ions with the total composition C31H66BrIN2O12P2S, computed with the ωB97M-V functional and the def2-TZVPD basis.

Geometry as ORCA input:
```
! RIJCOSX wB97M-V def2-TZVPD def2/J DEFGRID3
* xyz 0 1
I 5.141 -4.428 3.058
Br 0.047 -3.311 6.392
S 2.555 -0.831 4.673
P 4.192 -5.265 0.978
P 0.918 -0.785 3.629
O 1.445 8.629 -0.173
O -0.457 1.995 -4.062
O 2.821 -5.983 1.542
O 0.252 7.088 2.620
O 2.221 -3.410 0.943
O -4.488 -4.811 -1.909
O -0.219 -2.896 -0.465
O -2.644 4.115 -3.591
O -0.206 4.416 -5.941
O 0.292 5.782 -0.178
O -1.418 0.526 1.856
O 0.268 -3.320 2.473
N -0.163 -1.297 1.224
N 4.458 -4.157 -1.925
C -4.261 -4.203 0.375
C 0.697 -2.014 2.193
C 1.710 -4.687 4.460
C -0.994 2.209 -5.357
C 2.595 9.152 -0.793
C 0.256 -4.358 4.740
C 2.102 -2.159 1.579
C 5.734 -3.510 -1.665
C 0.545 8.048 -1.098
C -1.885 3.398 -2.631
C 2.170 -5.942 5.223
C 0.622 5.770 2.262
C 3.480 -3.630 0.365
C -3.621 -4.902 -0.803
C -0.116 3.041 -6.263
C -2.642 -1.496 1.705
C -3.603 -4.546 1.710
C -4.030 3.982 -3.388
C -4.046 -5.583 -3.001
C -0.191 -1.737 -0.145
C 0.928 5.143 -6.349
C -0.723 7.117 3.635
C -1.454 -4.836 3.039
C -0.196 -0.613 -1.147
C -0.503 3.092 -3.158
C -2.079 -4.562 1.672
C 3.348 -3.608 -1.166
C -0.343 7.026 -0.429
C -1.397 -0.661 1.637
C -0.534 -3.726 3.567
C 1.234 5.732 0.882
H -0.444 2.892 -7.302
H -0.255 5.110 2.285
H 0.659 -0.707 -1.808
H 3.259 -2.561 -1.463
H 2.346 9.959 -1.491
H -1.059 1.213 -5.800
H -3.443 -5.955 -0.544
H -4.341 2.932 -3.444
H 1.839 4.757 -5.875
H 2.386 -6.415 0.796
H 6.426 -3.703 -2.482
H -3.963 -5.521 2.045
H -0.240 -5.284 5.006
H -5.307 -4.505 0.394
H 1.816 -4.878 3.394
H 2.844 -2.089 2.375
H -4.531 4.539 -4.177
H -3.937 -3.834 2.470
H -1.684 -3.656 1.224
H 1.592 -6.070 6.137
H 2.072 -6.836 4.614
H -1.781 -5.368 1.003
H -0.354 6.661 4.561
H 0.768 0.421 2.946
H -1.171 -2.928 3.945
H -2.671 -2.110 2.599
H -1.635 6.594 3.323
H 1.359 5.393 2.985
H -3.487 -0.815 1.725
H -2.002 2.624 -5.310
H 2.359 -3.870 4.741
H 3.235 9.550 -0.008
H 0.106 2.783 -2.306
H -2.729 -2.133 0.826
H 5.582 -2.434 -1.615
H 1.096 7.563 -1.914
H -4.264 -3.123 0.214
H -2.977 -5.440 -3.176
H 0.921 2.695 -6.173
H -0.256 -0.892 4.385
H 1.721 4.760 0.773
H -1.149 6.792 -1.128
H 3.206 -5.841 5.535
H 4.197 -2.863 0.668
H -1.114 -0.710 -1.725
H -0.234 0.353 -0.656
H 2.280 -1.332 0.884
H -4.336 4.389 -2.417
H -0.089 8.837 -1.525
H -0.794 7.432 0.479
H -0.964 8.160 3.826
H -4.592 -5.255 -3.879
H 1.997 6.505 0.775
H -2.390 2.457 -2.375
H -0.039 3.979 -3.593
H -0.896 -5.771 3.030
H -2.239 -4.947 3.790
H 0.782 6.176 -6.039
H 1.056 5.116 -7.437
H 3.143 8.371 -1.335
H -4.230 -6.645 -2.824
H 6.223 -3.826 -0.736
H 2.421 -4.098 -1.458
H -2.650 -4.458 -1.044
H 4.534 -5.152 -1.767
H -1.799 4.014 -1.726
*
```

Properties
HOMO level in eV: -8.52
HOMO-LUMO gap in eV: 8.58


No. 9
C26H32N6O4 in the gas phase, computed with the ωB97M-V functional and the def2-TZVPD basis.

Geometry as ORCA input:
```
! RIJCOSX wB97M-V def2-TZVPD def2/J DEFGRID3
* xyz 0 1
O 2.558 -2.768 -0.427
O -2.761 -0.369 2.037
O -2.352 4.102 0.937
O 6.142 2.256 -0.076
N 1.652 -0.954 0.616
N -0.257 -0.916 -2.260
N 0.619 -0.329 1.160
N -1.179 1.229 2.148
N -2.369 0.852 -1.417
N -3.664 2.277 0.676
C 0.372 -2.975 0.466
C -0.506 -0.926 1.405
C -2.701 2.989 1.277
C 4.082 -0.645 0.560
C -1.952 -4.375 1.038
C 2.794 -0.135 0.422
C -3.252 1.573 -2.310
C -0.897 -5.014 0.388
C 0.648 -1.677 -3.095
C -0.698 -2.323 1.107
C 5.169 0.182 0.382
C -1.859 -3.049 1.396
C 5.001 1.534 0.074
C 3.712 2.042 -0.050
C -4.443 2.806 -0.422
C -0.976 1.236 -1.419
C 1.618 -2.273 0.163
C -1.641 -1.301 -2.461
C 0.257 -4.319 0.107
C -4.583 1.844 -1.601
C -0.134 0.514 -2.476
C -2.527 -0.588 -1.433
C 2.621 1.210 0.123
C -1.596 -0.026 1.899
C -2.088 2.288 2.506
C 6.040 3.625 -0.385
H -3.825 1.321 0.963
H -1.730 -2.382 -2.319
H -0.466 0.801 -3.492
H -2.678 -2.553 1.891
H -2.852 -4.927 1.262
H -0.904 2.318 -1.543
H 0.916 0.796 -2.366
H -0.570 0.975 -0.439
H -3.446 1.027 -3.247
H 1.672 -1.389 -2.864
H -1.550 3.037 3.091
H 5.514 4.177 0.401
H -2.893 1.854 3.105
H -5.446 3.058 -0.053
H -3.950 3.729 -0.736
H 6.173 -0.198 0.483
H -3.573 -0.830 -1.625
H -5.002 0.901 -1.243
H 5.534 3.785 -1.343
H 4.234 -1.684 0.798
H -2.272 -0.966 -0.442
H 3.540 3.080 -0.286
H 1.096 -4.786 -0.388
H -5.287 2.278 -2.313
H -0.987 -6.053 0.109
H -1.978 -1.058 -3.487
H -0.218 1.451 1.935
H 0.469 -1.521 -4.171
H -2.793 2.529 -2.570
H 0.529 -2.736 -2.871
H 1.625 1.608 0.020
H 7.064 3.988 -0.455
*
```

Properties
HOMO level in eV: -7.84
HOMO-LUMO gap in eV: 7.63
Relative energy (zero: lowest compared OMol25 entry of this formula, charge and spin) in kcal/mol: 19.9


Energy across the listed records, respectively: -97377.451; -33902.908; -18689.085; -12379.821; -150767.092; -9080.396; -21265.110; -168318.874; -44612.796 eV.
F_max across the listed records, respectively: 0.088; 0.092; 0.088; 0.096; 0.073; 0.052; 0.095; 0.016; 0.020 hartree/bohr.